# 1
68
Properties=species:S:1:pos:R:3:forces:R:3:lowdin_charge:R:1 method="wB97M-V/def2-TZVPD" largest_force_ev_per_a=4.0 smiles="CCOC(=O)C(C(=O)OCC)[C@@H](/C=C/N(Cc1ccccc1)Cc1ccccc1)c1ccccc1" gap_ev=8.2 lumo_energy_ev=0.64 total_charge=0 total_energy_ha=-1518.63633
H -1.82562 -0.88732 -2.03275 0.02 0.80 0.99 0.154
C 4.97123 -1.04286 1.99387 0.02 -0.19 0.06 -0.084
C 1.35465 2.69326 1.61737 -0.25 0.05 -0.59 -0.113
C -3.26708 -2.45280 2.74764 -0.53 0.05 -0.10 -0.087
H 2.11306 3.44876 1.84137 -0.07 -0.11 0.00 0.123
H -2.73688 0.58611 0.41297 -0.22 -0.02 -0.06 0.118
C 6.27759 -0.43898 0.03648 -0.57 -0.11 0.62 -0.071
C -1.03174 3.49448 1.92652 0.34 0.10 -0.53 -0.057
H -3.42141 -3.31274 3.39246 0.15 0.14 0.05 0.103
H -4.97474 0.16360 1.40786 -0.26 0.22 0.21 0.097
H 6.76396 -2.09737 1.35286 -0.52 0.44 -0.08 0.106
C -0.67627 -0.95414 0.35877 -0.92 -1.95 -3.37 -0.147
C 4.28911 0.80543 0.60763 0.03 0.09 0.03 -0.228
H 0.92132 3.74335 -0.86969 -0.42 -0.07 0.16 0.117
H 2.39730 -0.27064 -2.62827 -0.67 -0.31 -0.43 0.115
H -0.94692 3.17426 2.96840 -0.15 0.04 -0.33 0.116
C 1.67058 -0.37515 -3.46465 -0.14 0.30 -0.23 -0.217
C -3.75701 -3.85094 -0.74798 0.11 0.19 -0.18 -0.237
C 1.28591 0.62557 0.25914 -1.51 -1.29 -0.30 -0.070
C -2.30906 4.37953 0.06620 0.45 -0.13 0.43 -0.085
H 1.54737 1.78192 -3.85215 0.05 -0.61 -0.25 0.077
H 7.12547 -0.59597 -0.61923 -0.01 -0.08 0.09 0.098
O 1.20339 -2.16081 -1.74188 -3.03 2.03 0.08 0.074
C -5.23677 -3.60335 -0.71017 -0.70 0.11 -0.21 -0.076
C -2.91433 -0.27104 1.05042 -1.29 -0.79 0.31 -0.027
H -5.63268 -3.45300 -1.72919 0.08 0.02 0.42 0.081
C 3.37183 1.95073 0.26795 -1.47 -0.25 0.13 -0.102
C -1.92694 -1.23678 1.16414 1.18 1.36 0.97 -0.210
C -4.34618 -1.59623 2.49824 0.11 0.07 -0.29 -0.095
H 1.12777 2.16658 2.54617 -0.20 -0.01 0.14 0.123
H -3.51585 -4.66799 -1.43991 -0.02 0.04 0.33 0.126
O 0.28553 -0.45145 -2.94279 1.80 -0.77 0.68 -0.012
O -3.08881 -2.65711 -1.23434 1.03 -0.45 0.85 -0.036
H 2.82116 0.90511 -4.75324 -0.56 -0.09 0.20 0.082
H -3.09360 4.04816 2.05339 -0.14 0.06 0.01 0.098
H -3.39196 -4.09357 0.25979 0.09 0.05 -0.37 0.115
H -5.33683 -1.80014 2.91932 0.47 0.09 -0.06 0.105
C -0.06855 0.36217 0.40055 2.18 1.75 1.43 -0.041
H 4.81119 -1.68546 2.86415 0.05 0.24 -0.30 0.107
H 5.53314 1.27395 -1.05878 0.09 0.05 -0.31 0.105
C -1.69725 -2.75571 -1.05559 -2.48 1.47 -1.84 -0.454
H 1.88819 -1.30131 -4.03268 -0.11 0.43 0.53 0.131
C -1.17396 4.30727 -0.74694 -0.03 -0.12 0.34 -0.078
C -2.05085 -2.26795 2.10169 -0.12 0.01 -0.50 -0.026
C 5.38616 0.60499 -0.22952 0.15 -0.87 0.78 -0.048
H -1.22522 -2.95028 2.28732 -0.10 0.07 -0.16 0.124
H -5.72655 -4.49302 -0.28652 0.08 0.22 -0.14 0.082
C -2.22899 3.98793 1.41058 0.35 0.03 -0.39 -0.083
H 3.71514 2.87319 0.72992 -0.01 0.03 0.15 0.122
H 0.01624 -1.80860 0.28338 0.09 0.49 1.20 0.137
C 4.08639 -0.00103 1.72620 0.01 0.10 0.13 -0.038
C 0.08975 3.38115 1.08993 0.03 -0.13 0.12 -0.225
H 3.40005 2.12503 -0.80700 0.09 -0.01 -0.19 0.114
H 1.91980 -0.14383 -0.24082 -0.33 0.62 0.62 0.137
C -4.16237 -0.49453 1.65889 0.83 -0.13 -0.17 -0.068
H 1.10921 0.72484 -5.25352 0.35 0.16 0.51 0.082
H 3.24761 0.19796 2.40951 0.35 -0.15 -0.46 0.121
H -0.66723 1.16681 0.82684 0.02 -0.32 -0.14 0.085
H -3.24202 4.75922 -0.32769 0.00 -0.03 -0.04 0.097
N 1.94297 1.74728 0.67387 1.26 0.69 -0.18 -0.132
C 0.02459 3.80913 -0.24338 -0.04 -0.03 0.54 -0.038
C -1.13746 -1.33240 -1.30572 1.29 -2.62 1.00 -0.003
H -1.21867 4.62071 -1.77919 -0.09 0.06 -0.08 0.098
H -5.51837 -2.73972 -0.08325 0.28 -0.31 -0.27 0.070
C 6.05141 -1.28131 1.15061 0.61 0.32 -0.65 -0.087
C 1.77992 0.83015 -4.37557 -0.11 0.39 -0.42 -0.086
O -1.20912 -3.80403 -0.81262 1.29 -0.44 0.63 0.154
C 0.22827 -1.40909 -1.95739 1.71 -1.00 -1.07 -0.434

---

# 2
91
Properties=species:S:1:pos:R:3:forces:R:3:lowdin_charge:R:1 method="wB97M-V/def2-TZVPD" spin_multiplicity=3 largest_force_ev_per_a=1.2 gap_ev="6.9 / 7.6" lumo_energy_ev="-0.07 / -0.14" total_charge=0 e_above_lowest_kcal_mol=0.00 total_energy_ha=-6414.05638
N 0.10257 -1.80789 -2.44517 -0.23 0.10 -0.12 0.018
N 0.86838 -3.70810 2.01183 0.07 0.13 -0.29 0.165
H -2.07789 -5.15440 2.58937 -0.01 0.01 0.01 0.088
As 1.97912 -0.03276 2.92688 0.34 -1.14 0.06 0.938
C 4.26881 -1.44886 -5.26483 0.04 0.06 0.01 -0.082
C 1.34431 4.15553 2.76353 0.02 0.13 0.27 -0.037
N -0.54428 -1.85397 1.59008 -0.26 0.29 -0.84 0.014
H 5.06396 -1.54253 -5.99445 0.00 0.00 0.01 0.102
H -0.64566 7.86136 -0.35568 0.00 -0.01 0.03 0.086
H -3.76796 -0.81972 1.61984 0.02 0.03 -0.01 0.088
C 3.10958 2.34065 3.95704 0.02 0.19 0.13 -0.065
H 3.43269 0.25874 -2.46697 0.01 0.00 0.00 0.122
H 2.02821 5.55494 -1.11575 -0.01 -0.01 -0.01 0.112
C -4.37687 1.78588 -0.38459 -0.04 0.09 -0.03 -0.109
C 3.24601 3.71505 4.17075 0.21 -0.28 0.14 -0.060
C -3.67494 -3.99531 -2.47474 0.07 -0.11 0.08 -0.510
W 0.16062 -0.36584 0.13778 0.37 0.04 0.36 1.725
H -5.11858 2.52614 -0.67327 0.01 -0.03 0.01 0.114
C -0.05520 6.08053 -1.18208 0.02 0.12 0.03 -0.323
C -1.54252 4.36299 -1.98573 0.10 -0.08 -0.02 -0.060
H 1.01609 7.56558 -0.25934 -0.01 -0.01 0.03 0.084
C -1.75603 -2.46434 -1.42769 0.16 -0.95 0.15 -0.845
C -3.63653 -0.03745 0.87609 -0.19 -0.05 0.22 -0.154
H -3.52249 -5.06218 -2.31503 -0.06 0.00 0.05 0.074
H -4.37684 -3.85039 -3.29474 0.02 -0.02 -0.02 0.079
H 5.27683 0.07682 -4.12120 0.00 0.00 0.00 0.098
S 0.13016 2.19781 1.32195 -0.05 -0.27 0.54 0.547
H -2.53010 4.01326 -2.24336 -0.05 -0.02 0.01 0.103
H 1.10055 -4.30214 2.78611 -0.01 -0.01 0.04 0.134
C 3.13911 -2.22724 -5.39553 -0.04 -0.01 0.02 -0.015
H 3.63712 -4.38771 0.55134 0.04 0.04 0.02 0.102
N -3.21722 1.86073 -1.00717 0.21 0.01 0.00 0.151
S -2.75555 -3.08390 -0.12213 0.07 0.33 0.15 0.932
O 1.79972 -0.61759 1.32722 0.10 0.48 1.09 -0.541
O 0.58049 -0.53602 3.89376 -0.37 0.21 0.08 -0.260
C 1.78451 -3.68274 0.94485 -0.09 0.03 0.33 -0.492
C 1.20013 -1.11049 -2.35024 0.11 -0.55 -0.07 -0.447
C -4.16680 -3.30475 -1.21558 -0.05 0.06 -0.11 -0.509
H -1.41581 -1.46987 1.93252 -0.10 -0.06 -0.11 0.027
H 0.38340 -2.70863 -3.93639 -0.01 0.00 0.04 0.029
O 1.07761 1.70788 0.27847 -0.58 0.27 0.08 -0.381
C 2.09785 -2.11808 -4.47128 -0.06 -0.09 -0.08 -0.258
H -2.97159 -2.53802 3.11854 -0.01 0.00 0.00 0.079
C -4.66259 0.83956 0.59107 0.05 -0.07 -0.02 -0.048
N 0.15034 7.37870 -0.73430 0.00 -0.04 -0.12 0.100
C 1.02597 5.21280 -1.34979 0.04 -0.02 0.00 -0.029
N -2.46489 0.00357 0.26532 -0.06 0.29 -0.09 0.031
C -1.34029 -4.84557 3.33813 -0.04 0.04 -0.05 -0.042
O -1.82853 1.74108 -3.45738 -0.05 0.02 0.03 -0.277
N -1.03711 -3.42025 3.24216 0.09 0.05 -0.01 -0.147
O -0.45947 0.91718 1.85858 0.02 0.67 -0.01 -0.441
C 0.82386 3.92722 -1.81070 -0.10 -0.02 -0.02 -0.067
O 0.57814 1.35332 -3.03491 -0.01 0.07 -0.06 -0.282
N 1.51707 -3.02072 -0.08775 -0.14 -0.30 -0.43 0.156
O -0.83551 3.19391 0.99106 0.20 0.15 -0.06 -0.233
H 4.05131 4.08032 4.79568 0.00 -0.03 -0.02 0.109
C -2.08187 -2.55469 3.76150 0.04 0.03 -0.01 -0.056
C 3.37303 -0.43697 -3.29259 -0.03 0.03 -0.02 -0.014
N -1.02248 0.93401 -1.20950 -0.95 0.10 0.30 -0.189
H -2.17351 6.33082 -1.42777 0.01 -0.01 -0.01 0.110
C -2.28124 0.96370 -0.66114 -0.07 0.12 -0.44 -0.462
C 1.20130 2.79758 2.58508 0.17 -0.10 -0.50 -0.266
C 2.21991 -1.21948 -3.40259 -0.05 0.10 0.03 -0.080
O 3.18041 -0.74782 3.76704 0.44 0.24 -0.19 -0.463
H -4.56357 -2.31589 -1.44903 -0.09 -0.03 0.01 0.082
H 2.22730 -3.07114 -0.81100 0.12 0.00 0.13 0.086
H 1.65223 3.24601 -1.94247 0.00 0.00 0.05 0.113
C 2.08085 1.88573 3.15885 -0.14 -0.13 -0.28 -0.232
H 3.16442 -4.60626 2.15401 0.09 0.15 0.02 0.094
N -0.69354 -1.75955 -1.29057 0.56 0.08 -0.42 -0.195
H 2.51090 5.67293 3.74323 -0.03 -0.01 0.01 0.108
C 2.37807 4.61033 3.58496 -0.29 0.15 -0.20 -0.061
S -2.08977 -3.26125 -2.96067 -0.03 0.43 -0.18 0.994
C -0.25528 -2.94791 2.20182 0.19 -0.16 0.58 -0.412
C -0.46411 3.49460 -2.11002 -0.01 0.12 0.25 -0.299
H 3.79084 1.61913 4.39040 0.02 0.03 0.03 0.105
C 4.39394 -0.54073 -4.21228 -0.02 -0.04 -0.03 -0.086
S -0.69901 1.82492 -2.58039 0.12 -0.33 -0.19 0.645
H -1.74632 -5.04068 4.32865 0.01 -0.01 0.01 0.089
H -4.92266 -3.88541 -0.68899 0.00 -0.01 -0.01 0.083
O 1.51308 -0.45146 -1.28345 0.23 -0.25 -0.21 -0.197
C -1.33653 5.64924 -1.52895 -0.05 -0.01 0.01 -0.028
H -0.45925 -5.46787 3.21476 0.02 0.00 -0.02 0.079
H -2.37573 -2.92629 4.74129 -0.02 -0.01 0.00 0.095
H 0.65991 4.83180 2.26658 0.05 0.01 0.00 0.116
O 1.02346 -2.90753 -4.65280 0.11 0.02 -0.10 0.054
H 3.02586 -2.93064 -6.20977 0.00 0.00 0.01 0.116
N 2.87319 -4.49732 1.19646 -0.12 -0.10 -0.07 0.148
H 1.01547 -0.72728 4.73715 -0.04 -0.18 0.01 0.048
H -5.61884 0.78572 1.08875 0.01 0.03 0.01 0.097
H -1.69377 -1.54448 3.89124 0.00 -0.01 0.00 0.085